Entry 1:
The following is a DFT calculation (ωB97M-V with the def2-TZVPD basis set) of a molecular structure, C38H34Co2N2O5PSi at a distorted geometry.

Last column: Löwdin charge in e.
Positions of all 83 atoms, in Å:
H  3.282  -1.042  -1.538  0.095
C  0.724  3.574  -0.898  -0.153
C  -0.480  0.703  0.748  -0.084
H  0.396  0.247  0.279  0.064
C  5.680  0.674  -3.268  -0.046
C  -1.626  1.337  2.786  -0.089
N  0.917  -1.633  2.427  0.060
Co  1.733  2.403  -1.712  0.096
C  -2.888  -1.442  -1.726  -0.082
C  -2.739  1.553  0.634  -0.105
O  0.959  -2.111  -1.210  0.053
H  -3.628  1.814  0.057  0.108
C  3.207  0.637  -3.571  -0.093
H  -0.782  -5.719  5.664  0.036
C  6.796  0.341  -2.509  -0.115
Si  -0.119  -3.333  6.064  0.539
O  3.728  4.414  -2.285  0.125
C  -0.492  0.859  2.128  -0.104
H  1.384  -3.360  1.181  0.086
H  -1.635  1.431  3.875  0.093
H  7.537  -0.774  -0.819  0.084
C  -2.756  1.680  2.028  -0.092
C  1.081  -2.970  2.141  -0.136
O  -0.788  -0.754  -5.207  0.061
C  -2.037  2.725  -3.941  -0.117
H  -2.303  4.032  -5.623  0.100
C  -1.839  -2.698  6.336  -0.182
O  0.076  4.316  -0.287  0.097
H  -4.152  1.337  -3.257  0.096
C  -2.326  3.955  -4.536  -0.085
C  -2.033  2.588  -2.543  -0.330
H  -1.799  1.866  -4.574  0.100
C  -1.580  1.104  -0.021  -0.318
Co  0.280  0.281  -2.725  -0.080
C  1.078  -2.547  7.244  -0.184
H  -1.910  -1.615  6.165  0.033
C  -0.311  -0.329  -4.236  -0.205
H  0.908  -5.617  6.210  0.036
C  -2.638  5.059  -3.739  -0.099
C  -2.641  4.926  -2.346  -0.084
H  -2.143  -2.889  7.379  0.037
H  -5.690  -2.691  -3.223  0.093
C  4.277  -0.627  -1.749  -0.064
H  -2.057  -1.761  -1.092  0.104
C  0.921  1.965  -3.251  -0.294
N  0.398  -2.838  4.286  -0.098
C  0.493  -1.573  3.695  -0.206
C  2.113  1.217  -3.002  -0.370
H  -2.881  5.781  -1.710  0.101
O  3.121  0.944  0.367  0.112
C  -4.938  -1.965  -2.909  -0.107
H  -2.361  3.603  -0.667  0.084
H  5.286  -1.665  -0.161  0.102
H  -3.656  2.055  2.523  0.094
H  -2.875  6.021  -4.200  0.094
C  -2.954  -0.115  -2.183  -0.312
H  3.218  0.639  -4.672  0.113
C  2.930  3.624  -2.020  -0.136
H  1.135  -1.459  7.106  0.034
H  7.780  0.731  -2.780  0.090
C  4.397  0.231  -2.858  -0.239
C  -4.056  0.296  -2.946  -0.080
H  2.091  -2.961  7.143  0.038
H  5.746  1.303  -4.159  0.106
C  -2.330  3.701  -1.750  -0.104
C  2.599  1.509  -0.503  -0.143
H  -0.413  -5.402  7.359  0.040
C  5.400  -1.000  -1.021  -0.092
C  -5.033  -0.632  -3.322  -0.095
H  -2.571  -3.200  5.686  0.040
C  0.686  -1.152  -1.817  -0.191
H  -5.864  -0.306  -3.951  0.096
H  0.213  -0.674  4.238  0.103
P  -1.522  0.972  -1.840  1.043
C  -0.093  -5.177  6.326  -0.188
C  0.781  -3.724  3.273  -0.136
C  6.656  -0.503  -1.397  -0.121
H  0.621  2.519  -4.133  0.072
H  -3.785  -3.397  -1.762  0.098
H  0.402  0.567  2.675  0.070
H  0.754  -2.730  8.282  0.037
C  -3.869  -2.364  -2.099  -0.090
H  0.807  -4.788  3.443  0.087

Cartesian forces (eV/Å) of the 2 atoms listed first:
H 0.6 0.3 0.1
C -2.4 0.5 1.8

For the electronic energy, the calculation gives -5350.5272 a.u. For the energy above the lowest of the compared OMol25 structures with the same formula, charge and spin, the calculation gives 0.000 eV. The gap between HOMO and LUMO is 4.5 eV. For the LUMO energy, the calculation gives 1.918 eV. As for the total charge: -1. For the highest occupied orbital energy, the calculation gives -0.0961 Eh.

Entry 2:
The following is a DFT calculation (ωB97M-V with the def2-TZVPD basis set) of a molecular structure, C38H34F9FeN4OPS2.

Last column: Mulliken spin population.
Positions of all 90 atoms, in Å:
C  1.819  1.651  -1.661  0.338
F  2.760  3.514  -5.206  0.002
C  5.090  -0.793  0.531  -0.004
C  1.181  0.356  -1.653  0.039
H  -0.715  1.693  0.200  -0.157
C  -3.071  -2.194  -1.860  0.043
H  -3.449  -2.862  -1.079  -0.023
H  2.195  -0.466  2.498  0.004
N  -2.557  4.580  -1.517  0.004
C  1.156  0.418  -4.106  -0.014
C  -2.828  -0.798  -1.364  -0.518
F  0.035  2.218  5.788  0.000
H  2.552  3.261  -2.834  0.003
H  -4.533  3.223  -0.989  0.000
F  7.601  -2.175  -0.162  0.000
Fe  -1.166  0.139  -1.553  3.556
C  -2.870  -6.299  1.592  -0.001
C  -1.720  -2.840  2.026  -0.013
C  -0.849  -7.080  3.304  0.001
H  -3.670  -5.991  0.928  0.000
C  -0.497  2.274  2.229  0.010
H  1.514  7.900  -0.954  0.000
C  5.344  -2.163  0.531  0.011
C  -2.662  3.264  -1.796  0.012
H  -1.264  3.034  2.161  0.003
C  -5.201  -0.799  -0.813  0.011
H  0.908  -0.039  -5.056  0.006
C  -1.411  5.414  -1.389  0.010
C  -0.136  4.938  -1.109  -0.012
S  -1.422  2.375  -2.517  0.040
C  -2.589  -7.642  1.764  0.001
C  -2.123  -5.327  2.258  0.002
C  0.884  -0.237  -2.937  0.096
F  2.720  1.607  -6.243  0.009
H  5.905  -0.096  0.681  0.000
C  3.802  -0.332  0.346  0.020
C  -1.128  -5.728  3.146  -0.001
H  1.895  5.464  -0.735  0.000
H  -2.138  -2.616  -2.231  -0.005
H  -5.819  -0.122  -0.229  0.001
H  -0.776  8.738  -1.408  0.000
C  0.692  7.207  -1.072  0.001
N  -3.870  2.725  -1.563  0.007
F  7.217  -2.188  1.960  0.000
H  -3.916  1.710  -1.542  -0.001
H  0.113  -2.092  2.231  -0.001
C  -0.587  7.675  -1.329  0.000
N  -2.461  -3.980  2.008  -0.004
F  -1.492  3.237  4.640  0.000
H  -3.175  -8.379  1.231  0.000
F  0.523  4.013  4.690  0.000
C  2.743  -1.227  0.165  0.057
H  -0.607  -5.007  3.758  0.000
H  -3.800  -2.187  -2.677  -0.014
C  0.804  0.515  1.181  -0.060
O  -3.959  -0.119  -1.029  -0.056
H  -3.428  5.070  -1.380  -0.001
C  -0.197  2.873  4.638  0.000
C  3.023  -2.587  0.129  0.014
C  1.777  1.692  -4.081  0.265
N  -0.427  -2.923  2.418  -0.002
H  4.520  -4.126  0.304  0.000
H  0.064  -3.797  2.317  0.000
H  0.053  3.880  -1.014  0.000
P  0.995  -0.681  -0.216  0.033
C  -1.634  6.783  -1.485  0.000
C  2.042  2.384  -5.360  -0.007
H  3.614  0.734  0.357  0.013
H  -1.324  -9.090  2.725  0.000
H  1.633  0.887  4.460  0.000
H  -3.389  -3.815  1.654  0.000
C  0.905  5.842  -0.958  0.006
C  -1.560  -8.041  2.607  -0.001
C  0.152  2.047  3.435  0.005
C  -0.177  1.506  1.126  0.230
H  2.042  2.145  -0.723  0.047
C  1.126  1.067  3.521  0.000
H  -2.634  7.151  -1.689  0.000
C  1.440  0.305  2.404  -0.011
H  2.216  -3.291  -0.048  0.000
S  -2.400  -1.386  1.583  0.012
C  4.317  -3.064  0.320  0.003
C  2.091  2.282  -2.844  -0.007
H  -5.047  -1.713  -0.245  -0.003
H  -0.071  -7.376  3.996  0.000
H  -5.691  -1.020  -1.763  -0.006
H  0.466  -1.241  -2.970  -0.004
C  6.750  -2.631  0.776  0.001
F  6.853  -3.970  0.788  0.000
F  0.905  2.743  -6.016  0.011

Cartesian forces (eV/Å) of the 2 atoms listed first:
C 0.0 -0.1 -0.1
F 0.0 0.0 0.0

For the electronic energy, the calculation gives -5062.9227 a.u. Its multiplicity is 5. For the energy above the lowest of the compared OMol25 structures with the same formula, charge and spin, the calculation gives 0.096 eV. The gap between HOMO and LUMO (alpha / beta) is 4.9 / 7.1 eV. For the LUMO energy (alpha / beta), the calculation gives 0.154 / 0.084 eV. As for the total charge: 0. For the highest occupied orbital energy (alpha / beta), the calculation gives -0.1761 / -0.2563 Eh.

Entry 3:
The following is a DFT calculation (ωB97M-V with the def2-TZVPD basis set) of 2 unconnected molecules or ions with the total composition C38H35BF6O3S at a distorted geometry.

Last column: Löwdin charge in e.
Positions of all 84 atoms, in Å:
O  1.749  2.386  -1.312  0.103
H  0.621  -3.987  3.973  0.080
H  0.947  -0.097  -1.735  0.087
H  -5.725  6.528  1.878  0.104
H  -1.428  0.373  -2.634  0.094
H  0.776  4.538  0.321  0.099
C  0.229  -1.019  -4.263  -0.130
C  1.154  -5.379  -0.132  -0.100
C  1.564  -3.741  3.474  -0.049
F  -3.132  -4.058  0.775  0.108
H  2.406  -4.097  -1.303  0.105
H  -5.707  5.414  4.116  0.101
C  -1.694  0.815  -1.673  -0.008
O  -4.426  2.750  -0.252  0.009
F  -2.638  -6.151  1.262  0.119
O  1.857  1.964  1.052  0.112
C  -0.380  -1.959  -3.381  -0.109
C  2.910  2.977  1.242  -0.057
H  1.972  -4.678  3.071  0.063
H  2.070  0.260  -5.817  0.086
C  4.214  4.828  0.221  -0.050
H  1.873  5.530  1.331  0.093
C  0.866  -0.875  0.317  -0.217
C  0.300  -3.654  -1.602  -0.199
F  -3.452  -5.645  -0.724  0.121
C  2.770  3.421  -1.268  -0.086
H  -5.228  2.959  4.267  0.105
F  2.775  -7.124  -0.351  0.128
C  2.397  -2.061  1.780  -0.036
C  1.755  5.039  0.356  -0.031
C  0.040  -2.510  1.919  -0.040
C  -4.884  2.739  2.159  -0.038
H  -1.858  -3.401  -1.563  0.135
H  5.061  4.153  0.054  0.088
H  -0.304  -0.383  -4.970  0.117
C  -0.757  0.783  -0.630  -0.221
C  2.545  -0.117  -4.907  -0.101
F  2.072  -6.636  1.679  0.107
H  2.841  0.743  -4.291  0.081
C  -2.339  1.996  0.793  0.007
C  1.613  -0.985  -4.152  -0.584
H  4.243  5.623  -0.534  0.094
C  1.335  -2.744  2.383  -0.286
H  1.789  5.807  -0.428  0.093
H  3.868  2.434  1.268  0.141
H  4.316  5.283  1.216  0.095
H  3.451  -0.672  -5.174  0.077
C  0.612  0.158  -0.728  -0.078
C  -1.202  -4.981  -0.250  -0.109
H  -5.206  5.203  -0.182  0.120
S  2.167  -2.099  -2.957  1.110
H  3.008  -0.630  0.279  0.122
H  2.706  3.420  2.224  0.139
C  -5.483  4.840  3.214  -0.097
H  3.411  -2.266  2.127  0.116
H  2.455  4.168  -2.007  0.136
H  -4.609  1.684  2.223  0.125
B  1.432  1.701  -0.188  -0.580
C  -0.189  -1.608  0.892  -0.028
F  3.401  -5.242  0.611  0.108
C  -5.206  3.472  3.305  -0.079
C  2.337  -6.101  0.443  -0.504
C  -3.252  2.020  -0.269  -0.239
H  -1.442  -2.177  -3.325  0.114
C  1.383  -4.355  -1.034  0.033
C  2.171  -1.148  0.754  -0.030
C  -1.120  1.354  0.604  -0.033
C  -2.599  -5.222  0.263  -0.503
C  -0.143  -5.736  0.236  0.061
H  3.726  2.979  -1.602  0.138
C  -5.204  4.742  0.806  -0.005
H  -3.687  1.401  -2.281  0.118
H  -0.324  -6.559  0.914  0.134
C  0.539  -2.617  -2.577  -0.458
H  -0.794  -3.055  2.365  0.113
C  2.904  4.058  0.135  -0.528
C  -2.943  1.392  -1.487  0.006
C  -5.490  5.467  1.962  -0.085
C  -1.008  -3.967  -1.178  0.051
H  -1.212  -1.452  0.536  0.126
C  -4.836  3.398  0.925  -0.245
H  -2.554  2.466  1.752  0.111
H  2.273  -3.364  4.220  0.083
H  -0.451  1.288  1.462  0.129

Cartesian forces (eV/Å) of the 2 atoms listed first:
O 1.0 1.2 -0.2
H 0.2 0.0 0.0

For the electronic energy, the calculation gives -2717.1190 a.u. For the energy above the lowest of the compared OMol25 structures with the same formula, charge and spin, the calculation gives 0.000 eV. Its SMILES is Cc1ccc([C@H](B2OCC(C)(C)CO2)c2ccc(Oc3ccccc3)cc2)cc1.Cc1ccc(-c2cc(C(F)(F)F)cc(C(F)(F)F)c2)s1. The gap between HOMO and LUMO is 7.5 eV. For the LUMO energy, the calculation gives -0.010 eV. As for the total charge: 0. For the highest occupied orbital energy, the calculation gives -0.2744 Eh.

Entry 4:
The following is a DFT calculation (ωB97M-V with the def2-TZVPD basis set) of 10 unconnected molecules or ions with the total composition C38H35BN9O16 at a distorted geometry.

Last column: Löwdin charge in e.
Positions of all 99 atoms, in Å:
C  2.599  2.427  2.134  -0.102
H  2.138  2.542  1.164  0.088
H  -5.561  2.632  -3.465  0.069
H  -1.275  3.472  4.365  0.064
C  -1.905  -2.077  -2.946  -0.344
C  -4.015  -5.360  -2.167  -0.267
O  -4.378  -2.165  -2.999  0.114
N  1.859  -3.786  -1.909  -0.271
H  2.002  -5.855  -0.148  0.104
C  -0.871  2.051  -1.520  -0.314
C  -2.537  0.888  4.000  -0.024
H  -2.310  1.741  2.065  0.080
O  5.833  2.138  0.872  0.047
O  -1.437  1.336  -2.467  0.235
N  5.651  1.169  0.097  -0.347
H  1.213  -3.298  -6.527  0.070
H  -0.340  -0.096  -5.349  0.065
C  3.686  1.037  3.781  0.006
O  -1.074  -1.066  -2.665  0.193
C  0.560  4.312  4.708  -0.279
H  3.110  4.558  2.230  0.108
C  1.689  -3.741  -0.416  -0.126
C  1.817  -4.919  0.359  0.017
H  0.742  -3.360  -4.914  0.045
C  1.299  -2.571  0.231  0.015
C  -2.362  0.129  -5.898  -0.245
O  -4.673  1.454  7.599  0.074
C  -2.638  -5.951  -2.504  -0.056
H  1.106  -3.639  3.459  0.109
H  -0.588  4.288  2.937  0.097
C  1.219  -2.514  1.632  -0.084
C  -5.907  0.791  -2.505  -0.240
H  4.988  -0.632  -1.921  0.110
N  -0.587  -5.772  -6.577  0.114
H  -4.955  3.942  4.629  0.111
H  1.719  1.567  -3.517  0.101
H  4.607  4.328  4.092  0.113
C  1.147  -4.001  -5.696  -0.067
C  2.731  2.546  -1.932  -0.015
H  -1.742  0.165  3.900  0.107
H  0.885  -1.550  1.987  0.096
H  1.802  -5.672  2.454  0.095
C  -4.191  2.093  5.399  -0.128
H  -3.588  3.736  2.458  0.113
C  3.741  2.340  -0.950  -0.019
O  -1.284  -0.038  -0.618  0.296
C  3.239  3.578  2.666  -0.062
C  -0.832  1.093  -0.305  -0.381
O  5.695  1.140  5.909  0.099
H  -2.517  -5.711  -3.560  0.065
H  -4.425  2.277  -2.170  0.068
C  1.748  -4.816  1.798  -0.035
O  -1.687  -3.179  -3.463  0.102
H  3.848  0.106  4.303  0.111
C  -0.364  3.657  3.797  -0.066
C  -2.829  1.835  3.008  -0.097
H  -3.102  0.334  5.969  0.110
C  -3.362  1.024  5.180  -0.005
C  2.447  1.391  -2.739  -0.077
O  -5.785  3.074  6.779  0.077
H  2.134  -4.414  -5.484  0.081
H  -2.658  -6.989  -2.172  0.068
C  0.127  -4.964  -6.183  -0.273
C  4.254  0.145  -1.768  0.020
C  4.578  1.215  -0.900  -0.138
C  -4.936  1.851  -3.034  -0.060
H  -1.894  -5.385  -1.943  0.056
H  2.922  -0.640  -3.297  0.092
C  1.319  -3.606  2.401  -0.085
H  2.203  0.360  2.344  0.086
C  -3.656  2.951  3.196  -0.074
H  -4.142  1.481  -3.683  0.046
C  -0.902  0.511  -6.059  -0.040
N  -3.438  -0.172  -5.783  0.166
H  2.107  3.418  -2.064  0.098
N  -6.660  -0.031  -2.105  0.119
H  3.953  3.108  -0.221  0.097
O  -0.521  3.273  -1.461  0.071
N  -4.990  2.176  6.681  -0.359
C  4.105  3.430  3.764  -0.007
O  2.316  -4.902  -2.297  0.038
O  -0.414  1.444  0.823  0.063
C  4.327  2.150  4.339  -0.102
O  1.623  -2.760  -2.571  0.054
N  1.301  4.817  5.423  0.136
C  -3.315  -1.614  -2.667  -0.303
O  6.253  0.153  0.172  0.103
C  -4.313  3.103  4.405  -0.005
H  1.117  -1.695  -0.372  0.110
H  -0.822  1.547  -5.731  0.073
N  5.234  2.152  5.549  -0.400
H  -0.534  0.472  -7.084  0.075
H  -0.015  2.691  3.433  0.069
C  2.804  1.187  2.690  -0.064
N  -5.030  -4.926  -1.889  0.123
O  5.418  3.169  6.140  0.082
B  -1.784  0.019  -1.943  -0.958
C  3.141  0.211  -2.668  -0.060
O  -3.212  -0.360  -2.092  0.162

Cartesian forces (eV/Å) of the 2 atoms listed first:
C 1.2 1.7 -0.2
H -0.8 -0.2 0.3

For the electronic energy, the calculation gives -3190.3631 a.u. The gap between HOMO and LUMO is 8.5 eV. For the LUMO energy, the calculation gives 0.493 eV. As for the total charge: -1. For the highest occupied orbital energy, the calculation gives -0.2946 Eh.